Entry 1:
Computed, not measured: a molecular structure, C5H8IrO6 at a distorted geometry, with wB97M-V/def2-TZVPD.

The geometry in XYZ format:
```
20
Properties=species:S:1:pos:R:3:forces:R:3:nbo_charge:R:1
O 2.354269 0.469928 1.974741 -0.68 -0.15 -0.58 0.339
C 1.225192 -0.063194 1.592571 0.87 -0.34 -2.37 -0.200
O -1.166210 0.208020 1.878162 0.01 0.55 -0.82 -0.420
C -1.891277 -0.818692 1.607837 1.04 -1.02 3.15 0.980
C 0.080267 0.142482 2.597674 -0.80 0.87 1.37 -0.093
O -2.180701 -1.668139 2.537249 -0.03 0.52 0.07 0.077
O -2.234546 -1.154508 0.475872 0.02 -1.81 2.49 -0.606
H 1.392287 -1.158910 1.438858 0.50 -0.41 0.16 0.378
H 0.082039 -0.662372 3.342449 0.13 0.00 -0.09 0.307
H 0.190376 1.110344 3.101075 -0.10 -0.11 -0.03 0.324
O 1.901463 0.988348 -2.403186 -1.99 -0.20 1.85 -0.378
C 0.890142 0.351773 -1.935560 1.67 -0.61 -5.51 0.426
C -0.376219 0.645578 -2.685820 0.92 3.13 0.50 -0.260
O -1.446264 -0.095066 -2.407136 -3.71 -2.45 1.45 -0.451
H 2.761795 0.622662 -2.128871 0.94 -0.04 -0.18 0.578
H 0.982469 0.145741 0.280406 0.61 0.21 3.42 0.297
H -0.232715 0.617687 -3.799599 0.54 -0.35 0.28 0.395
H -0.649118 1.730274 -2.592568 0.10 -0.07 0.03 0.348
Ir -2.739587 -0.697337 -1.159229 -0.14 2.20 -6.66 1.699
H 1.056340 -0.714618 -1.714925 0.12 0.10 1.47 0.259
```
Positions in Å, forces in eV/Å.

Its calculated total energy is -748.59443 hartree. As for the charge: +4. Its spin multiplicity is 6. The calculation puts the HOMO energy (spin up / spin down) at -27.95 / -27.43 eV. For the LUMO energy (spin up / spin down), the calculation gives -0.7081 / -0.7650 Ha. For the frontier orbital gap (spin up / spin down), the calculation gives 8.685 / 6.616 eV. Its maximum force is 0.136 hartree/bohr.



Entry 2:
Computed, not measured: a molecular structure, C5H8LiO4Sm at a distorted geometry, with wB97M-V/def2-TZVPD.

The geometry in XYZ format:
```
19
Properties=species:S:1:pos:R:3:forces:R:3:lowdin_spin:R:1
O 2.909543 0.481165 0.103182 -0.01 1.97 -0.28 -0.026
C 2.325452 -0.821432 0.166574 -0.66 -0.96 -0.26 -0.001
C 1.143106 -0.885619 1.144919 -1.17 -0.78 -1.26 -0.001
H 1.965903 -1.085054 -0.848106 -0.03 0.12 0.26 0.000
H 3.109383 -1.575416 0.366563 -0.09 0.40 0.17 0.000
H 1.333803 -1.382934 2.110390 0.37 0.83 0.27 0.000
H 0.416024 -1.633785 0.793332 0.19 0.20 -0.39 0.000
O -0.576356 0.503546 -1.049183 1.03 -0.48 -0.19 -0.001
C -0.470266 0.678492 0.315493 0.57 1.25 0.83 0.000
C -1.951370 0.346369 -1.412516 -0.11 -0.44 -0.04 0.000
O 0.184660 1.714318 0.658940 1.38 0.92 -0.38 -0.009
O -1.675193 0.469283 0.880082 0.31 -0.33 0.20 0.000
C -2.570862 -0.091135 -0.085226 -0.08 -0.32 -0.13 0.000
H -1.992357 -0.416667 -2.196262 -0.21 0.23 0.17 0.000
H -2.332570 1.308543 -1.775711 0.02 -0.21 0.09 0.000
H -2.577597 -1.183337 0.029164 -0.08 0.26 -0.07 0.000
H -3.568933 0.322230 0.086855 0.27 -0.13 0.02 0.000
Sm 2.076533 2.261943 -1.085852 -0.82 -1.77 1.16 6.039
Li 2.251092 0.989495 1.797366 -0.88 -0.76 -0.18 0.000
```
Positions in Å, forces in eV/Å.

Its calculated total energy is -1161.49291 hartree. As for the charge: +1. Its spin multiplicity is 7. The calculation puts the HOMO energy (spin up / spin down) at -10.26 / -10.27 eV. For the LUMO energy (spin up / spin down), the calculation gives -0.1713 / -0.1691 Ha. For the frontier orbital gap (spin up / spin down), the calculation gives 5.597 / 5.666 eV. Its maximum force is 0.044 hartree/bohr.